[1]
This record from the Open Molecules 2025 dataset describes a gas-phase ion, C4H6NO3 (charge -1). The level of theory is the ωB97M-V functional and the def2-TZVPD basis.

The geometry in XYZ format:
```
14
Properties=species:S:1:pos:R:3:forces:R:3
N 0.06317 -0.27528 2.19754 -0.1 0.0 0.5
C -0.96999 -0.07425 1.30215 0.7 -0.2 0.3
O -2.04591 0.32673 1.70142 -0.2 0.2 -0.1
C -0.59735 -0.30312 -0.12927 -0.3 -0.1 -0.7
C 0.57750 0.48337 -0.68241 0.7 0.8 -0.1
C 0.72927 0.19164 -2.21174 -0.1 0.1 0.1
O 0.72134 1.20035 -2.94887 0.1 -0.1 0.0
O 0.81056 -1.01739 -2.52166 0.0 -0.1 0.0
H 0.77881 -0.96428 2.04009 0.0 0.2 -0.4
H -0.15834 -0.09216 3.16442 -0.1 -0.1 -0.1
H -0.46587 -1.35376 -0.40688 0.2 -0.1 0.4
H -1.44621 -0.01189 -0.73116 -0.5 0.2 0.0
H 1.54451 0.32009 -0.19377 -0.1 -0.6 0.1
H 0.45851 1.56995 -0.57987 -0.5 -0.2 0.0
```
Forces are in eV/Å.

Computed properties:
Strongest force on any atom in Eh/bohr: 0.02110
Orbital gap in eV: 7.6560
HOMO level in eV: -4.1408
Charge: -1

---

[2]
This record from the Open Molecules 2025 dataset describes a gas-phase ion, C4H6NO3 (charge -1). The level of theory is the ωB97M-V functional and the def2-TZVPD basis.

The geometry in XYZ format:
```
14
Properties=species:S:1:pos:R:3:forces:R:3
C -1.51302 0.65985 0.45373 3.0 2.5 2.3
N -0.34714 -0.08747 0.00267 -3.6 0.0 -0.2
C -0.71147 -0.97985 -1.00783 1.8 1.0 1.0
O -1.65435 -0.87314 -1.76633 -0.8 0.1 0.3
C 0.88505 0.00884 0.74539 0.9 1.6 -2.3
C 2.06045 -0.04239 -0.39839 -2.6 -0.7 2.5
O 2.71377 0.97361 -0.30267 2.3 1.3 -1.2
O 2.00255 -1.06295 -1.09906 1.0 0.1 -0.6
H -1.68613 0.68736 1.54014 0.1 -0.9 -0.1
H -1.48842 1.73637 0.28362 0.9 0.5 -0.4
H -2.32823 0.45552 -0.08195 -3.3 -1.7 -1.8
H 0.03318 -1.72852 -1.08218 0.6 -1.1 -0.4
H 0.97964 0.98878 1.27376 -0.5 -0.7 -0.7
H 1.05411 -0.73602 1.43910 0.0 -2.0 1.6
```
Forces are in eV/Å.

Computed properties:
Strongest force on any atom in Eh/bohr: 0.08723
Orbital gap in eV: 7.6128
HOMO level in eV: -3.7925
Charge: -1

---

[3]
This record from the Open Molecules 2025 dataset describes a gas-phase ion, C4H6NOS (charge +1). The level of theory is the ωB97M-V functional and the def2-TZVPD basis.

The geometry in XYZ format:
```
13
Properties=species:S:1:pos:R:3:forces:R:3
C -1.63343 -0.30806 -0.93724 0.6 -1.0 -2.6
C -0.42724 -0.02302 -0.16419 1.7 1.9 -0.3
C 0.85021 0.32298 -0.55237 -1.5 -1.9 -1.8
C 1.80613 0.40150 0.51905 2.3 -3.0 1.4
S 0.98781 -0.08628 2.06653 0.5 0.9 -0.9
N -0.45354 -0.10801 1.23342 -3.8 -2.0 3.1
O -1.49885 -0.38894 1.91835 2.9 1.1 -2.6
H -2.31504 -0.81949 -0.30999 -0.8 -0.6 0.5
H -1.16729 -1.07724 -1.68067 -1.5 1.2 0.8
H -2.20541 0.49115 -1.50146 1.2 -0.6 0.8
H 1.16843 0.41183 -1.64424 -0.6 0.1 1.7
H 2.82635 -0.21544 0.54631 -2.2 1.2 -0.8
H 2.06187 1.39902 0.50650 1.1 2.6 0.7
```
Forces are in eV/Å.

Computed properties:
Strongest force on any atom in Eh/bohr: 0.10328
Orbital gap (spin up / spin down) in eV: 8.4537 / 8.4541
HOMO level (spin up / spin down) in eV: -15.3065 / -15.3051
Charge: +1

---

Ordered energy results: -11880.1386 -11878.6104 -18607.1823; unit eV.
Ordered energy above the lowest of the compared OMol25 structures with the same formula, charge and spin results: 31.9 179.3 336.6; unit kJ/mol.